Record 1
Molecular formula: C22H34CeClF5N3O4
Method: DFT, ωB97M-V with the def2-TZVPD basis set

Properties
HOMO level (alpha / beta)   -6.07 / -6.05 eV
Relative energy (zero: lowest compared OMol25 entry of this formula, charge and spin)   602.60 kJ/mol
HOMO-LUMO gap (alpha / beta)   6.178 / 6.160 eV
2S+1   2

Cartesian coordinates (Å):
O (1.910, -0.047, -3.762)
C (0.771, 0.359, -3.956)
C (0.329, 1.694, -4.142)
C (0.758, 2.814, -3.407)
H (1.126, 2.793, -2.378)
C (0.718, 4.022, -4.103)
H (1.227, 4.903, -3.723)
C (0.090, 4.107, -5.362)
H (0.133, 5.025, -5.950)
C (-0.592, 3.008, -5.911)
H (-1.032, 3.003, -6.873)
C (-0.623, 1.824, -5.186)
H (-1.154, 0.940, -5.538)
H (-0.087, -0.428, -3.940)
C (-2.243, -1.211, -2.546)
C (-1.846, -0.056, -1.777)
H (-2.926, -0.985, -3.366)
H (-2.719, -1.929, -1.862)
H (-1.418, -1.737, -3.007)
C (-2.315, 1.192, -1.859)
C (-3.797, 1.392, -1.857)
H (-1.745, 2.087, -2.082)
H (-4.163, 1.822, -2.785)
H (-4.058, 1.997, -0.992)
H (-4.258, 0.417, -1.702)
Ce (-1.156, -0.229, 0.186)
Cl (-3.622, -0.934, 0.736)
C (-1.243, 0.404, 3.299)
O (-0.629, -0.285, 2.426)
N (-1.101, 0.170, 4.593)
C (-0.307, -0.960, 5.043)
C (-2.027, 0.778, 5.523)
H (-1.892, 1.231, 2.995)
H (0.390, -1.273, 4.274)
H (-0.962, -1.795, 5.312)
H (0.238, -0.625, 5.929)
H (-2.342, 1.734, 5.107)
H (-1.527, 0.927, 6.477)
H (-2.919, 0.160, 5.681)
H (5.137, 1.605, -1.651)
H (4.939, 1.989, 0.660)
C (4.041, 1.605, -1.758)
C (3.843, 1.966, 0.671)
N (3.412, 1.209, -0.502)
H (3.735, 0.905, -2.545)
C (2.464, 0.258, -0.483)
O (1.436, 0.257, 0.247)
H (3.500, 1.511, 1.597)
H (2.628, -0.573, -1.196)
H (3.726, 2.629, -2.046)
H (3.487, 3.003, 0.598)
H (0.035, -5.508, 0.593)
H (2.129, -5.651, -1.030)
C (-0.442, -4.968, -0.236)
C (1.548, -5.016, -1.722)
N (0.573, -4.225, -0.982)
H (-1.222, -4.312, 0.138)
C (0.628, -2.903, -0.973)
O (-0.287, -2.193, -0.448)
H (2.210, -4.344, -2.269)
H (1.512, -2.432, -1.437)
H (-0.862, -5.720, -0.914)
H (1.005, -5.678, -2.421)
F (-1.321, 3.339, 0.028)
C (-0.275, 2.632, 0.577)
F (0.816, 2.869, -0.240)
C (0.072, 3.258, 1.916)
F (-1.035, 3.316, 2.705)
F (1.042, 2.559, 2.570)
F (0.530, 4.528, 1.773)

=====

Record 2
Molecular formula: C22H34N2O4
Method: DFT, ωB97M-V with the def2-TZVPD basis set

Properties
HOMO level   -7.60 eV
Relative energy (zero: lowest compared OMol25 entry of this formula, charge and spin)   123.63 kJ/mol
HOMO-LUMO gap   8.118 eV
Structure (SMILES)   CC[C@H](C)[C@H](NC(=O)[C@H]1CC[C@H](C)CC1)C(=O)Nc1ccc(OC)cc1OC
2S+1   1

Cartesian coordinates (Å):
C (5.618, -0.317, 1.127)
H (6.402, 0.312, 0.716)
C (4.281, 0.415, 1.165)
H (4.398, 1.356, 1.710)
H (3.572, -0.209, 1.714)
C (3.716, 0.702, -0.232)
C (4.642, 1.613, -1.034)
H (4.832, 2.538, -0.491)
H (4.188, 1.849, -1.991)
H (5.590, 1.119, -1.224)
H (3.597, -0.245, -0.766)
C (2.319, 1.357, -0.143)
N (1.483, 0.814, 0.916)
C (0.941, -0.431, 0.823)
O (1.019, -1.096, -0.185)
C (0.158, -0.872, 2.049)
C (0.642, -2.252, 2.501)
C (-0.206, -2.774, 3.656)
C (-1.683, -2.848, 3.268)
C (-2.525, -3.373, 4.427)
H (-2.189, -4.363, 4.727)
H (-3.573, -3.439, 4.140)
H (-2.447, -2.710, 5.286)
C (-2.162, -1.465, 2.825)
C (-1.324, -0.942, 1.664)
H (-1.423, -1.606, 0.804)
H (-1.672, 0.049, 1.363)
H (-3.211, -1.516, 2.524)
H (-2.092, -0.773, 3.669)
H (-1.784, -3.536, 2.421)
H (0.149, -3.764, 3.949)
H (-0.094, -2.112, 4.519)
H (0.578, -2.933, 1.650)
H (1.690, -2.195, 2.805)
H (0.288, -0.153, 2.866)
H (1.535, 1.259, 1.819)
C (1.566, 1.232, -1.489)
O (2.117, 0.967, -2.531)
N (0.254, 1.550, -1.359)
C (-0.768, 1.440, -2.306)
C (-0.552, 1.187, -3.648)
C (-1.612, 1.098, -4.538)
C (-2.910, 1.266, -4.084)
C (-3.141, 1.520, -2.729)
C (-2.088, 1.607, -1.842)
O (-2.223, 1.852, -0.496)
C (-3.523, 2.003, 0.021)
H (-3.399, 2.186, 1.088)
H (-4.119, 1.098, -0.125)
H (-4.037, 2.856, -0.434)
H (-4.165, 1.639, -2.417)
O (-4.033, 1.206, -4.858)
C (-3.879, 0.943, -6.232)
H (-3.291, 1.722, -6.727)
H (-4.887, 0.935, -6.645)
H (-3.409, -0.031, -6.404)
H (-1.402, 0.897, -5.575)
H (0.458, 1.048, -3.994)
H (-0.095, 1.717, -0.424)
H (2.437, 2.428, 0.061)
H (5.912, -0.608, 2.133)
H (5.538, -1.215, 0.519)

=====

Record 3
Molecular formula: C22H34NO3P3Tm
Method: DFT, ωB97M-V with the def2-TZVPD basis set

Properties
Total charge   +1
HOMO level (alpha / beta)   -10.08 / -10.08 eV
HOMO-LUMO gap (alpha / beta)   7.096 / 7.103 eV
2S+1   3

Cartesian coordinates (Å):
C (-1.843, 3.481, -2.800)
C (-1.622, 2.133, -2.543)
C (-0.328, 1.581, -2.797)
C (0.744, 2.428, -3.257)
C (0.462, 3.797, -3.488)
C (-0.803, 4.309, -3.273)
C (2.016, 1.851, -3.393)
C (2.226, 0.488, -3.165)
C (1.099, -0.290, -2.731)
C (1.266, -1.673, -2.401)
C (2.520, -2.249, -2.503)
C (3.632, -1.497, -2.918)
C (3.495, -0.151, -3.245)
H (-2.830, 3.905, -2.630)
H (1.273, 4.440, -3.840)
H (-1.012, 5.366, -3.457)
H (2.851, 2.474, -3.705)
H (2.656, -3.303, -2.240)
H (4.613, -1.973, -2.972)
H (4.352, 0.433, -3.568)
N (-0.095, 0.290, -2.503)
Tm (-0.040, 0.438, 1.090)
C (-2.685, 1.250, -1.951)
H (-2.598, 0.230, -2.347)
H (-3.686, 1.666, -2.126)
C (0.078, -2.420, -1.878)
H (-0.842, -2.036, -2.331)
H (0.185, -3.498, -2.053)
P (-2.471, 1.063, -0.117)
P (-0.126, -2.142, -0.053)
C (1.106, -3.379, 0.503)
H (0.969, -3.587, 1.568)
H (1.008, -4.304, -0.079)
H (2.111, -2.966, 0.377)
C (-1.666, -3.093, 0.178)
H (-1.510, -4.134, -0.140)
H (-1.946, -3.072, 1.237)
H (-2.477, -2.641, -0.404)
C (-2.878, 2.768, 0.430)
H (-3.850, 3.085, 0.021)
H (-2.893, 2.770, 1.527)
H (-2.086, 3.453, 0.100)
C (-4.012, 0.180, 0.296)
H (-4.072, 0.104, 1.390)
H (-4.874, 0.742, -0.089)
H (-3.988, -0.832, -0.129)
H (1.301, 0.938, -0.158)
H (-0.713, 1.781, 2.310)
C (1.565, -3.031, 4.698)
O (1.970, -1.689, 4.240)
P (1.290, -1.127, 2.876)
O (-0.236, -0.551, 3.397)
C (-0.431, 0.082, 4.706)
O (1.778, 0.533, 2.503)
C (2.193, 1.553, 3.440)
H (2.114, -3.798, 4.137)
H (0.487, -3.177, 4.555)
H (1.812, -3.112, 5.757)
H (-1.105, -0.572, 5.262)
H (0.508, 0.184, 5.255)
H (-0.881, 1.059, 4.537)
H (2.619, 1.115, 4.354)
H (1.340, 2.204, 3.647)
H (2.959, 2.119, 2.895)

=====

Record 4
Molecular formula: C22H35Br2O20PS
Method: DFT, ωB97M-V with the def2-TZVPD basis set

Properties
HOMO level   -9.38 eV
HOMO-LUMO gap   7.867 eV
Structure (SMILES)   O=C1C(S)=C(CP(=O)(O)O)C(=O)C(Br)=C1Br.COC(=O)OC.COC(=O)OC.COC(=O)OC.COC(=O)OC.COC(=O)OC
2S+1   1

Cartesian coordinates (Å):
O (-5.351, -4.718, 0.455)
C (-4.243, -4.273, 0.353)
C (-3.861, -2.927, 0.866)
S (-4.698, -2.313, 2.274)
C (-2.898, -2.248, 0.229)
C (-2.387, -0.888, 0.599)
P (-1.366, -1.020, 2.111)
O (-1.094, -2.425, 2.445)
O (-2.079, -0.261, 3.303)
O (-0.018, -0.207, 1.819)
C (-2.238, -2.877, -0.955)
O (-1.770, -2.212, -1.840)
C (-2.189, -4.370, -0.958)
Br (-0.770, -5.135, -1.890)
C (-3.148, -5.039, -0.311)
Br (-3.217, -6.898, -0.210)
H (-5.936, -2.393, 1.771)
H (-1.724, -0.543, -0.193)
H (-3.211, -0.185, 0.729)
H (-2.162, 0.692, 3.152)
H (0.574, -0.845, 1.390)
C (0.972, 2.986, 1.386)
O (1.741, 3.932, 2.134)
C (1.400, 3.994, 3.425)
O (0.538, 3.344, 3.954)
O (2.177, 4.897, 4.015)
C (1.937, 5.064, 5.416)
H (1.333, 3.035, 0.362)
H (1.114, 1.981, 1.771)
H (-0.084, 3.251, 1.409)
H (2.119, 4.133, 5.948)
H (0.918, 5.401, 5.592)
H (2.639, 5.821, 5.752)
C (-8.714, 1.736, -1.070)
O (-8.694, 0.464, -1.723)
C (-7.738, -0.358, -1.294)
O (-6.929, -0.113, -0.437)
O (-7.828, -1.497, -1.975)
C (-6.853, -2.483, -1.611)
H (-9.533, 2.291, -1.518)
H (-8.890, 1.617, -0.003)
H (-7.778, 2.267, -1.236)
H (-6.962, -2.767, -0.566)
H (-5.846, -2.112, -1.797)
H (-7.035, -3.350, -2.240)
C (-8.533, -2.914, -5.840)
O (-8.513, -4.186, -6.493)
C (-7.562, -5.008, -6.057)
O (-6.760, -4.766, -5.192)
O (-7.650, -6.148, -6.739)
C (-6.681, -7.132, -6.369)
H (-9.347, -2.352, -6.287)
H (-8.718, -3.030, -4.774)
H (-7.596, -2.384, -6.000)
H (-6.796, -7.409, -5.323)
H (-5.673, -6.763, -6.546)
H (-6.872, -7.995, -7.000)
C (4.393, 5.537, 1.725)
O (5.736, 5.411, 1.234)
C (6.603, 4.956, 2.133)
O (6.351, 4.661, 3.273)
O (7.803, 4.882, 1.558)
C (8.841, 4.404, 2.419)
H (3.797, 5.913, 0.898)
H (4.012, 4.577, 2.042)
H (4.358, 6.245, 2.550)
H (8.623, 3.395, 2.762)
H (8.969, 5.068, 3.271)
H (9.751, 4.391, 1.827)
C (9.650, 0.081, -0.216)
O (11.049, -0.214, -0.166)
C (11.772, 0.678, 0.506)
O (11.347, 1.667, 1.045)
O (13.046, 0.291, 0.478)
C (13.943, 1.166, 1.167)
H (9.194, -0.722, -0.788)
H (9.227, 0.103, 0.786)
H (9.476, 1.032, -0.715)
H (13.681, 1.230, 2.221)
H (13.930, 2.158, 0.720)
H (14.930, 0.728, 1.060)

=====

Look up the 2S+1 of the second one. 1

=====

Among the records above, which one has the highest 2S+1? C22H34NO3P3Tm

=====

What did the third record say?
Molecular formula: C22H34NO3P3Tm
Method: DFT, ωB97M-V with the def2-TZVPD basis set

Properties
Total charge   +1
HOMO level (alpha / beta)   -10.08 / -10.08 eV
HOMO-LUMO gap (alpha / beta)   7.096 / 7.103 eV
2S+1   3

Cartesian coordinates (Å):
C (-1.843, 3.481, -2.800)
C (-1.622, 2.133, -2.543)
C (-0.328, 1.581, -2.797)
C (0.744, 2.428, -3.257)
C (0.462, 3.797, -3.488)
C (-0.803, 4.309, -3.273)
C (2.016, 1.851, -3.393)
C (2.226, 0.488, -3.165)
C (1.099, -0.290, -2.731)
C (1.266, -1.673, -2.401)
C (2.520, -2.249, -2.503)
C (3.632, -1.497, -2.918)
C (3.495, -0.151, -3.245)
H (-2.830, 3.905, -2.630)
H (1.273, 4.440, -3.840)
H (-1.012, 5.366, -3.457)
H (2.851, 2.474, -3.705)
H (2.656, -3.303, -2.240)
H (4.613, -1.973, -2.972)
H (4.352, 0.433, -3.568)
N (-0.095, 0.290, -2.503)
Tm (-0.040, 0.438, 1.090)
C (-2.685, 1.250, -1.951)
H (-2.598, 0.230, -2.347)
H (-3.686, 1.666, -2.126)
C (0.078, -2.420, -1.878)
H (-0.842, -2.036, -2.331)
H (0.185, -3.498, -2.053)
P (-2.471, 1.063, -0.117)
P (-0.126, -2.142, -0.053)
C (1.106, -3.379, 0.503)
H (0.969, -3.587, 1.568)
H (1.008, -4.304, -0.079)
H (2.111, -2.966, 0.377)
C (-1.666, -3.093, 0.178)
H (-1.510, -4.134, -0.140)
H (-1.946, -3.072, 1.237)
H (-2.477, -2.641, -0.404)
C (-2.878, 2.768, 0.430)
H (-3.850, 3.085, 0.021)
H (-2.893, 2.770, 1.527)
H (-2.086, 3.453, 0.100)
C (-4.012, 0.180, 0.296)
H (-4.072, 0.104, 1.390)
H (-4.874, 0.742, -0.089)
H (-3.988, -0.832, -0.129)
H (1.301, 0.938, -0.158)
H (-0.713, 1.781, 2.310)
C (1.565, -3.031, 4.698)
O (1.970, -1.689, 4.240)
P (1.290, -1.127, 2.876)
O (-0.236, -0.551, 3.397)
C (-0.431, 0.082, 4.706)
O (1.778, 0.533, 2.503)
C (2.193, 1.553, 3.440)
H (2.114, -3.798, 4.137)
H (0.487, -3.177, 4.555)
H (1.812, -3.112, 5.757)
H (-1.105, -0.572, 5.262)
H (0.508, 0.184, 5.255)
H (-0.881, 1.059, 4.537)
H (2.619, 1.115, 4.354)
H (1.340, 2.204, 3.647)
H (2.959, 2.119, 2.895)